{"formula": "C24H31N5OS", "method": "ωB97M-V with the def2-TZVPD basis set", "species": ["C", "N", "C", "C", "C", "C", "C", "C", "N", "N", "C", "S", "C", "C", "O", "N", "C", "C", "C", "C", "C", "C", "N", "C", "C", "C", "C", "C", "C", "C", "C", "H", "H", "H", "H", "H", "H", "H", "H", "H", "H", "H", "H", "H", "H", "H", "H", "H", "H", "H", "H", "H", "H", "H", "H", "H", "H", "H", "H", "H", "H", "H"], "positions_angstrom": [[0.186, -2.519, -0.455], [1.533, -2.802, -0.041], [1.886, -3.818, 0.789], [3.237, -3.770, 1.002], [3.724, -2.670, 0.273], [2.651, -2.089, -0.361], [2.634, -0.891, -1.256], [1.620, 0.114, -0.846], [0.716, 0.618, -1.640], [-0.058, 1.458, -0.931], [0.388, 1.442, 0.294], [-0.335, 2.271, 1.640], [-2.028, 2.206, 0.989], [-2.371, 0.756, 0.659], [-1.717, -0.169, 1.110], [-3.417, 0.565, -0.165], [-4.224, 1.646, -0.694], [-5.651, 1.230, -1.059], [-6.360, 0.443, 0.047], [-6.143, -1.065, -0.064], [-4.713, -1.502, 0.238], [-3.665, -0.790, -0.620], [1.455, 0.605, 0.420], [2.206, 0.377, 1.621], [3.196, 1.526, 1.877], [4.154, 1.631, 0.726], [3.871, 2.457, -0.355], [4.709, 2.486, -1.456], [5.841, 1.691, -1.487], [6.136, 0.871, -0.411], [5.295, 0.838, 0.687], [0.178, -2.113, -1.467], [-0.394, -3.442, -0.437], [-0.293, -1.797, 0.214], [1.151, -4.502, 1.166], [3.812, -4.443, 1.606], [4.743, -2.340, 0.209], [2.401, -1.170, -2.288], [3.630, -0.441, -1.246], [-2.677, 2.605, 1.768], [-2.055, 2.835, 0.100], [-3.736, 2.070, -1.583], [-4.291, 2.428, 0.065], [-6.199, 2.153, -1.259], [-5.659, 0.648, -1.981], [-6.020, 0.793, 1.024], [-7.432, 0.637, -0.017], [-6.815, -1.571, 0.633], [-6.413, -1.387, -1.073], [-4.477, -1.312, 1.287], [-4.629, -2.577, 0.070], [-2.716, -1.326, -0.540], [-3.964, -0.767, -1.669], [2.743, -0.568, 1.517], [1.496, 0.306, 2.451], [2.635, 2.456, 1.996], [3.729, 1.318, 2.806], [2.988, 3.080, -0.336], [4.473, 3.128, -2.292], [6.494, 1.712, -2.347], [7.021, 0.251, -0.429], [5.521, 0.192, 1.523]], "total_charge": 0, "smiles": "Cn1cccc1Cc1nnc(SCC(=O)N2CCCCCC2)n1CCc1ccccc1", "relative_energy_kcal_mol": 19.00, "lumo_energy_ev": 0.61, "orbital_gap_ha": 0.313, "largest_force_ev_per_a": 1.1}